# 1
26
Properties=species:S:1:pos:R:3 method="wB97M-V/def2-TZVPD" gap_ev=10.324 charge=0 smiles="N[C@@H](CCC(=O)O)C(=O)NCC(=O)O" energy_ev=-20671.817
C -0.6083 -0.7675 -1.0263
C -0.9080 0.1807 0.1666
C 0.4728 -1.7687 -0.6600
C 1.6281 -1.1356 -0.0261
C 2.7848 -2.0997 0.1808
C -1.1576 2.5363 0.6618
C -2.3805 2.7322 1.5205
H 0.3432 0.1974 -2.5448
H -1.0128 -0.4367 -3.0558
H -1.5018 -1.4007 -1.0077
H 0.8881 -2.3437 -1.5558
H 0.1028 -2.5307 0.0458
H 1.3153 -0.8888 0.9874
H 2.1288 -0.3221 -0.5679
H 4.5576 -2.2389 0.8386
H -1.0702 1.5074 -1.1712
H -1.1124 3.5055 0.1995
H -0.2768 2.5145 1.4296
H -2.0947 0.9373 2.2145
N -0.6500 0.0475 -2.2855
N -1.2560 1.3961 -0.2220
O -0.8618 -0.2407 1.3501
O 2.5761 -3.2538 0.2552
O 3.9373 -1.5217 0.6377
O -3.0110 3.7533 1.4226
O -2.8330 1.6410 2.2125

---

# 2
23
Properties=species:S:1:pos:R:3 method="wB97M-V/def2-TZVPD" gap_ev="7.344 / 7.517" charge=0 energy_ev=-13070.311
C -1.9289 2.5502 -1.4374
C -2.8786 2.1385 -0.5179
C -0.5827 2.2211 -1.2222
C -2.5290 1.4795 0.6416
C -0.2988 1.7230 -0.0063
C -1.1692 1.2718 0.9801
C 0.4262 0.2432 2.2094
C 2.4843 -0.7015 0.7532
C 1.2570 -0.9060 -0.1106
C 1.1878 -0.1380 1.1455
C 0.6196 -2.2798 -0.1540
N -0.7885 0.7704 2.1600
H -2.2027 3.1335 -2.3049
H -3.9258 2.3110 -0.7274
H 0.1683 2.4731 -1.9527
H -3.2702 1.0198 1.2775
H 0.8494 0.1965 3.2075
H 2.8706 -1.5487 1.3025
H 3.2517 -0.0211 0.4074
H 1.2203 -0.3833 -1.0603
H 0.6061 -2.7225 0.8401
H 1.1822 -2.9340 -0.8202
H -0.4069 -2.2177 -0.5165

---

# 3
84
Properties=species:S:1:pos:R:3 method="wB97M-V/def2-TZVPD" gap_ev="7.313 / 7.578" charge=+4 energy_ev=-106671.264 spin_multiplicity=4
W -0.0307 0.1009 0.8637
C -1.1964 -2.6743 5.3202
N -0.5967 -2.6590 3.9736
C -0.0802 -3.9561 3.5072
C -0.5229 -1.5943 3.2338
O -0.0368 -1.6099 2.0478
C -1.0257 -0.2420 3.7222
O -0.3394 0.7777 2.9636
C 0.8194 1.3495 3.6278
C 2.0511 1.1143 2.7680
O 1.8836 0.5228 1.6512
N 3.2218 1.5103 3.1794
C 3.4558 2.1866 4.4644
C 4.4301 1.2851 2.3736
H -1.7487 -3.6049 5.4298
H -1.8953 -1.8551 5.4605
H -0.4143 -2.6422 6.0780
H 0.4965 -4.4004 4.3161
H 0.5511 -3.8176 2.6377
H -0.9181 -4.6104 3.2702
H -0.8667 -0.0763 4.7842
H -2.0918 -0.1386 3.5146
H 0.9430 0.8714 4.5988
H 0.6275 2.4111 3.7796
H 2.5815 2.1598 5.1068
H 3.7374 3.2232 4.2838
H 4.2755 1.6852 4.9760
H 4.1567 1.0049 1.3629
H 5.0243 0.4938 2.8295
H 5.0146 2.2032 2.3643
C -4.7528 -0.4372 -0.3488
N -3.7732 -1.3522 -0.9470
C -4.2553 -2.4112 -1.8501
C -2.4893 -1.1996 -0.6572
N -2.0160 -0.2807 0.1639
N -1.6174 -2.1168 -1.2539
C -0.2683 -2.0136 -1.4277
N 0.2986 -2.9213 -2.2143
N 0.4498 -1.0474 -0.8580
H -5.7354 -0.6701 -0.7435
H -4.5300 0.5971 -0.6200
H -4.7855 -0.5506 0.7363
H -3.8790 -2.2609 -2.8624
H -5.3383 -2.3688 -1.8821
H -3.9966 -3.4046 -1.4760
H -2.7670 0.3221 0.4800
H -2.0640 -2.8841 -1.7342
H -0.2279 -3.6426 -2.6849
H 1.3024 -2.9662 -2.3150
H 1.4359 -1.1784 -1.0753
C 1.0149 3.9974 1.2727
C 2.0919 3.6507 0.4562
C 1.9432 2.6994 -0.5243
C 0.6917 2.0703 -0.7364
C -0.4011 2.4431 0.0696
C -0.2136 3.4017 1.0908
Ge 0.4754 1.0672 -2.3666
C 2.0189 0.3505 -3.2134
C 3.1559 -0.0115 -2.4660
C 4.2594 -0.5503 -3.1036
C 4.2520 -0.7124 -4.4878
C 3.1408 -0.3508 -5.2330
C 2.0200 0.1745 -4.6026
C -1.2429 0.9399 -3.1575
C -1.4758 -0.0262 -4.1477
C -2.6955 -0.0581 -4.8075
C -3.6777 0.8763 -4.4966
C -3.4497 1.8484 -3.5271
C -2.2349 1.8852 -2.8600
H 1.1310 4.7767 2.0161
H 3.0395 4.1630 0.5673
H 2.7740 2.4820 -1.1814
H -1.3999 2.1005 -0.1925
H -1.0622 3.7110 1.6889
H 3.1907 0.1266 -1.3894
H 5.1359 -0.8308 -2.5347
H 5.1243 -1.1160 -4.9852
H 3.1461 -0.4663 -6.3087
H 1.1658 0.4736 -5.1985
H -0.6995 -0.7258 -4.4373
H -2.8634 -0.7805 -5.5963
H -4.6130 0.8670 -5.0425
H -4.1972 2.6049 -3.3263
H -2.0423 2.6874 -2.1578

---

What are the max |F| values for these records? In order: 0.0647 0.0321 0.0151 hartree/bohr.